This record from the OMol25 dataset describes a structure of composition C35H53CrN9O10P3 in a non-equilibrium geometry. The level of theory is ωB97M-V/def2-TZVPD.

## Properties
E_LUMO (spin up / spin down) (eV): -4.8 / -4.8
Energy (Eh): -4679.0933
Multiplicity: 4
⟨S²⟩: 3.77
ΔE to the lowest compared entry with this formula, charge and spin (kcal per mole): 0.0
Orbital gap (spin up / spin down) (eV): 7.55 / 7.61
E_HOMO (spin up / spin down) (eV): -12.339 / -12.422
Net charge: +2

```
111
Properties=species:S:1:pos:R:3:forces:R:3:lowdin_charge:R:1
Cr 12.04142 13.71125 12.45227 0.9 0.0 0.5 0.923
O 11.00371 13.45065 18.24800 -0.5 0.2 1.4 0.132
C 11.27577 13.50814 16.97160 -0.1 0.6 -1.3 -0.277
C 11.47013 12.32617 16.25456 0.3 -0.2 0.2 0.090
C 11.85276 12.42135 14.94849 -0.1 -0.2 -0.2 -0.126
N 11.96943 13.62635 14.42194 0.7 0.0 -1.2 0.034
C 11.73293 14.77604 15.03617 -0.7 0.3 0.0 -0.153
C 11.30342 14.78159 16.33359 0.1 -0.5 0.9 0.114
C 11.76130 15.97872 14.08837 0.0 0.0 -0.2 -0.542
O 11.55203 17.10982 14.45560 -0.1 -0.1 0.4 0.100
O 11.99293 15.63086 12.85351 -0.1 -0.4 -0.2 -0.119
C 12.05322 11.27776 13.91850 -0.7 -0.5 1.8 -0.536
O 12.04508 10.10091 14.29220 0.3 1.1 -0.6 0.049
O 12.12446 11.73551 12.73586 0.1 -0.2 -1.2 -0.102
H 10.93456 12.53028 18.52650 0.0 0.0 0.2 0.133
H 11.33492 11.36239 16.72207 0.1 -0.1 0.1 0.139
H 10.98871 15.69309 16.84993 0.3 -0.4 -0.2 0.152
C 10.21264 15.31111 7.21538 -0.1 0.7 -0.4 -0.068
N 10.73131 14.38950 8.19817 -0.1 0.7 0.3 -0.301
C 10.73996 13.01716 7.80016 0.1 -0.8 0.6 -0.083
P 10.80192 14.75960 9.75257 0.1 1.5 0.8 0.504
O 11.74801 13.84521 10.46939 -0.1 -0.5 -0.1 -0.332
O 9.32064 14.62207 10.36327 0.0 -0.5 0.2 -0.219
P 8.88276 13.97300 11.79348 -1.0 1.2 0.2 0.550
O 10.07074 13.54408 12.58295 -0.5 0.0 -0.2 -0.277
N 8.05124 15.21059 12.46037 -0.2 0.2 -0.1 -0.283
C 7.87765 15.26763 13.90945 -0.5 0.1 -0.1 -0.059
C 7.11975 16.05302 11.69536 -0.1 -0.7 -0.6 -0.092
N 7.87704 12.73096 11.49693 -0.1 0.6 0.0 -0.277
C 6.43165 12.90448 11.26844 0.2 0.1 0.8 -0.052
C 8.45473 11.55468 10.88592 0.7 0.2 0.2 -0.079
N 11.18657 16.32824 9.91355 0.0 0.3 0.1 -0.279
C 12.61682 16.62124 9.99716 0.2 0.8 0.0 -0.076
C 10.34491 17.39101 10.46630 -0.2 0.1 -0.5 -0.056
H 10.79517 15.16742 6.31250 0.0 0.1 -0.3 0.094
H 10.34180 16.35227 7.52917 0.0 -0.3 0.0 0.090
H 9.14916 15.15944 6.98431 0.2 -0.2 0.1 0.099
H 11.52115 12.90827 7.05874 0.1 -0.5 -0.3 0.094
H 9.76490 12.75332 7.38596 0.1 -0.3 -0.1 0.096
H 10.96370 12.41374 8.70456 -0.1 0.0 -0.8 0.085
H 8.66428 14.68575 14.35718 0.2 -0.2 0.4 0.066
H 6.89463 14.85005 14.17828 0.3 0.1 0.1 0.097
H 7.92993 16.30423 14.27208 0.1 -0.3 -0.2 0.107
H 7.13409 15.73248 10.64941 0.2 0.3 0.0 0.080
H 7.40214 17.09892 11.76886 -0.1 0.1 0.1 0.090
H 6.05967 15.91401 11.96955 0.5 0.1 0.5 0.095
H 6.04015 13.73854 11.86691 0.2 -0.4 -0.2 0.073
H 5.93156 11.99224 11.60782 0.0 0.1 -0.2 0.100
H 6.20682 13.08700 10.22699 -0.1 0.0 -0.4 0.091
H 9.51424 11.49544 11.17444 -0.3 -0.2 0.0 0.085
H 8.38620 11.58250 9.80708 -0.1 0.0 -0.5 0.084
H 7.91064 10.70950 11.25183 -0.1 -0.8 0.2 0.088
H 13.15771 15.79008 9.57036 0.5 -0.2 0.2 0.073
H 12.90691 16.84267 11.04577 -0.1 -0.4 -0.6 0.090
H 12.87411 17.50282 9.38505 -0.3 -0.2 0.1 0.101
H 9.30095 17.14333 10.27092 0.0 0.1 0.4 0.067
H 10.52416 18.35333 9.94398 0.2 -0.6 0.2 0.106
H 10.57554 17.50959 11.52598 -0.3 0.1 0.1 0.089
C 16.81539 16.68792 11.35910 -0.5 0.3 0.6 -0.011
O 16.40335 15.68201 12.31548 0.1 0.3 -0.3 -0.085
C 15.79171 16.04485 13.45912 -0.5 0.5 0.0 -0.225
C 15.15441 17.27360 13.70152 0.4 0.0 -0.9 0.007
C 14.63796 17.57066 14.93589 -0.3 -0.7 0.6 -0.058
C 14.65333 16.63295 15.98615 -0.2 0.7 0.3 -0.067
C 15.25047 15.41459 15.75936 0.2 -0.3 -0.1 -0.015
C 15.79029 15.12311 14.49534 0.2 -0.2 0.3 -0.152
N 16.56436 13.93181 14.37861 0.1 -0.3 0.0 0.154
C 16.80790 13.07266 13.42963 -0.7 -0.3 -1.0 0.048
C 16.23298 12.88021 12.10994 -0.4 0.3 1.1 -0.147
C 17.11114 12.31076 11.18367 0.9 -0.1 0.0 -0.068
C 16.78266 12.13079 9.87353 1.3 -0.7 -0.9 -0.111
C 15.50633 12.44844 9.44072 -0.7 0.9 0.0 -0.086
C 14.58324 12.99532 10.30068 0.1 0.0 0.7 -0.004
C 14.89889 13.21311 11.69906 -0.5 0.0 -0.8 -0.291
O 14.00375 13.67021 12.51688 0.6 0.1 -0.1 -0.123
H 17.55595 16.20151 10.74803 0.2 -0.2 -0.3 0.088
H 17.30726 17.52121 11.89668 -0.5 -0.2 -0.4 0.111
H 15.96413 17.01290 10.71232 0.6 -0.1 0.7 0.104
H 15.08080 18.00550 12.89457 0.1 -0.2 0.3 0.126
H 14.15970 18.51357 15.09261 -0.2 0.4 0.0 0.114
H 14.20436 16.90547 16.96682 0.5 -0.4 -0.9 0.131
H 15.34708 14.67169 16.55612 -0.1 0.2 -0.3 0.126
H 17.15081 13.77452 15.18009 0.0 0.0 0.4 0.166
H 17.58563 12.35711 13.70804 0.0 0.3 -0.2 0.153
H 18.13461 12.10425 11.50576 -0.3 -0.1 -0.1 0.126
H 17.54086 11.79947 9.13784 -0.5 0.1 0.7 0.122
H 15.25040 12.40195 8.39110 0.0 -0.2 -0.1 0.111
H 13.60312 13.31442 9.93490 0.6 -0.3 0.3 0.084
C 12.68124 7.05045 11.45323 -1.1 0.1 0.2 -0.123
N 12.90355 8.18081 10.45102 0.8 -0.2 -0.6 -0.068
C 13.89457 7.64210 9.37708 -0.3 0.8 0.1 -0.112
N 15.07110 7.19768 10.00869 1.1 0.3 -0.2 -0.145
C 14.78767 6.12423 10.96562 0.3 1.3 0.3 -0.143
N 13.90255 6.61531 12.01127 -0.1 0.0 0.3 -0.142
C 14.53793 7.64535 12.87282 -0.7 -0.2 0.6 -0.323
P 15.05189 9.20422 12.03080 -0.1 -0.6 -1.1 1.071
C 13.43652 9.43058 11.09813 0.3 -0.5 0.0 -0.263
C 15.90941 8.29737 10.57569 -1.1 0.2 0.4 -0.274
H 12.12818 6.24989 10.89703 0.7 0.5 0.5 0.159
H 12.01149 7.47748 12.21826 0.3 -0.2 -0.1 0.150
H 12.02374 8.37126 9.98576 -0.2 0.2 0.0 0.171
H 14.03189 8.46972 8.64654 0.2 -0.5 0.6 0.153
H 13.36184 6.83347 8.88579 0.0 -0.2 0.0 0.138
H 15.71846 5.81117 11.42068 0.2 -0.2 0.0 0.138
H 14.32106 5.31328 10.44158 -0.2 -0.5 -0.2 0.132
H 15.42267 7.19757 13.31780 0.1 -0.1 0.2 0.089
H 13.84213 7.93075 13.70053 0.4 -0.4 -0.6 0.099
H 13.56540 10.19137 10.34673 0.1 0.2 -0.5 0.080
H 12.67528 9.78148 11.75498 -0.5 0.3 0.7 0.051
H 16.88265 7.94337 10.90703 0.0 -0.3 -0.1 0.089
H 16.08269 9.03847 9.80447 0.1 0.1 -0.3 0.069
```
Positions in Å, forces in eV/Å.

This record from the OMol25 dataset describes a structure of composition C35H53InN6O2Se. The level of theory is ωB97M-V/def2-TZVPD.

## Properties
E_LUMO (eV): -0.3
Energy (Eh): -4436.1163
Multiplicity: 1
ΔE to the lowest compared entry with this formula, charge and spin (kcal per mole): 10.3
Orbital gap (eV): 7.54
E_HOMO (eV): -7.814

```
98
Properties=species:S:1:pos:R:3:forces:R:3:lowdin_charge:R:1
In 0.04666 0.15577 0.03956 0.2 -0.2 -0.2 0.633
C -0.43916 -4.23193 6.13016 0.0 0.0 0.0 -0.067
C -0.19741 -5.06922 4.87390 0.0 0.0 0.0 -0.559
C -1.40542 -5.99650 4.67144 0.0 0.0 0.0 -0.044
C 1.06261 -5.91887 5.09308 0.0 0.0 0.0 -0.048
C -0.01831 -4.19041 3.63617 0.0 0.0 0.0 -0.170
C -0.10542 -2.81109 3.66163 0.0 -0.1 -0.1 -0.065
C 0.04998 -2.07746 2.49060 0.0 0.1 0.0 -0.368
Se -0.19612 -0.17527 2.64909 -0.1 -0.2 0.3 1.220
C -2.10937 -0.07695 2.53728 0.1 0.0 0.0 -0.371
C -2.80295 -0.13438 3.74074 0.0 0.0 0.0 -0.067
C -4.18406 -0.12669 3.74346 0.0 0.0 0.0 -0.170
C -4.80422 -0.03349 2.49554 0.0 0.0 0.0 0.015
C -4.14902 0.04156 1.27330 -0.1 0.0 -0.1 -0.070
C -2.73149 0.00243 1.27506 0.0 0.0 0.0 -0.329
O -2.04053 0.03314 0.14837 0.1 0.0 0.2 -0.210
C -5.03802 0.14793 0.01344 0.1 0.0 0.0 -0.523
C -4.29552 0.24614 -1.32732 0.0 0.0 0.0 -0.066
C -5.94112 -1.09338 -0.06320 0.0 0.0 0.0 -0.047
C -5.91168 1.40881 0.12850 0.0 0.0 0.0 -0.045
C -5.02415 -0.20948 5.01750 0.0 0.0 0.0 -0.559
C -5.88996 1.05175 5.14524 0.0 0.0 0.0 -0.045
C -5.93339 -1.44588 4.95271 0.0 0.0 0.0 -0.046
C -4.14816 -0.32371 6.26576 0.0 0.0 0.0 -0.067
C 0.31167 -2.65728 1.23192 0.0 0.0 -0.1 -0.337
O 0.50290 -1.92734 0.14600 0.0 0.0 0.3 -0.222
C 0.36636 -4.07682 1.19439 0.0 -0.1 -0.1 -0.072
C 0.21919 -4.77046 2.38839 0.0 -0.1 0.0 0.011
C 0.56105 -4.93026 -0.08089 0.0 0.1 0.0 -0.524
C 1.87819 -5.71245 0.03216 0.0 0.0 0.0 -0.046
C 0.60221 -4.15837 -1.40737 0.0 0.0 0.0 -0.069
C -0.60967 -5.92200 -0.19702 0.0 0.0 0.0 -0.048
H -0.54267 -4.89278 6.99368 0.0 0.0 0.0 0.086
H 0.39356 -3.55142 6.32720 0.0 0.0 0.0 0.088
H -1.35717 -3.64249 6.05059 0.0 0.0 0.0 0.082
H -1.56591 -6.61496 5.55968 0.0 0.0 0.0 0.085
H -2.31099 -5.41232 4.48922 0.0 0.0 0.0 0.090
H -1.25890 -6.66432 3.81899 0.0 0.0 0.0 0.077
H 0.95271 -6.53885 5.98778 0.0 0.0 0.0 0.085
H 1.25253 -6.58371 4.24694 0.0 0.0 0.0 0.076
H 1.93977 -5.27975 5.22292 0.0 0.0 0.0 0.090
H -0.30868 -2.28052 4.58316 0.0 0.0 0.0 0.093
H -2.24093 -0.19177 4.66386 0.0 0.0 0.0 0.092
H -5.88868 -0.01530 2.47831 0.0 0.0 0.0 0.102
H -3.71662 -0.65581 -1.53015 0.0 0.0 0.0 0.074
H -5.04211 0.35715 -2.11868 0.0 0.0 0.0 0.085
H -3.62496 1.10408 -1.36274 0.0 0.0 0.0 0.085
H -5.33789 -2.00265 -0.12814 0.0 0.0 0.0 0.091
H -6.59217 -1.18376 0.80858 0.0 0.0 0.0 0.075
H -6.57693 -1.03879 -0.95186 0.0 0.0 0.0 0.085
H -5.28748 2.30190 0.21044 0.0 0.0 0.0 0.095
H -6.53989 1.50973 -0.76104 0.0 0.0 0.0 0.085
H -6.56910 1.37771 0.99921 0.0 0.0 0.0 0.075
H -6.58254 1.14876 4.30586 0.0 0.0 0.0 0.077
H -6.48057 1.01695 6.06549 0.0 0.0 0.0 0.085
H -5.26488 1.94747 5.16990 0.0 0.0 0.0 0.092
H -6.63241 -1.38671 4.11542 0.0 0.0 0.0 0.077
H -5.33842 -2.35460 4.83094 0.0 0.0 0.0 0.089
H -6.51873 -1.53655 5.87254 0.0 0.0 0.0 0.085
H -3.49873 0.54773 6.38326 0.0 0.0 0.0 0.088
H -4.78347 -0.38746 7.15189 0.0 0.0 0.0 0.085
H -3.52363 -1.22138 6.23700 0.0 0.0 0.0 0.080
H 0.27670 -5.85336 2.34465 0.0 0.1 0.0 0.101
H 2.72410 -5.02736 0.13462 0.0 0.0 0.0 0.089
H 1.88283 -6.38238 0.89445 0.0 0.0 0.0 0.078
H 2.03441 -6.31895 -0.86510 0.0 0.0 0.0 0.085
H 1.45047 -3.47629 -1.45721 0.0 0.0 0.0 0.076
H 0.69280 -4.88494 -2.21984 0.0 0.0 0.0 0.085
H -0.31306 -3.58480 -1.55898 0.0 0.0 0.0 0.076
H -0.66564 -6.59867 0.65719 0.0 0.0 -0.1 0.073
H -1.55990 -5.38595 -0.26274 0.0 0.0 0.0 0.094
H -0.49533 -6.53142 -1.09831 0.0 0.0 0.0 0.085
N 2.30753 0.08131 -0.41473 -0.1 0.0 0.0 -0.011
C 3.21869 -0.14429 0.73743 -0.1 0.1 0.0 -0.216
C 3.69917 1.14848 1.38320 0.0 0.0 -0.1 -0.183
C 2.68758 1.86474 2.26460 -0.1 0.0 -0.1 -0.276
N 1.52382 2.31147 1.48885 0.2 -0.1 0.0 -0.029
H 2.27368 -0.76472 -0.97819 0.1 0.0 0.0 0.085
H 2.63847 0.84304 -0.99935 0.0 0.0 0.0 0.104
H 4.08350 -0.72137 0.41118 0.0 0.0 -0.1 0.120
H 2.68484 -0.75574 1.46887 0.0 0.0 0.0 0.107
H 4.06462 1.83436 0.60772 0.0 0.0 0.0 0.119
H 4.56638 0.89845 1.99819 0.0 0.0 0.0 0.118
H 3.19338 2.68493 2.78282 0.0 0.0 0.0 0.116
H 2.33612 1.17332 3.03350 0.0 0.0 0.0 0.082
H 1.80349 3.01558 0.81289 0.0 0.0 0.0 0.078
H 0.84856 2.76823 2.09248 0.0 0.1 0.1 0.075
N -0.44412 -0.52286 -2.14613 -0.2 0.1 0.0 0.080
H -0.22464 -1.48714 -2.37017 0.1 0.0 0.0 0.050
H -0.19716 0.07997 -2.92187 0.0 0.0 0.0 0.067
H -1.45499 -0.45748 -2.01418 0.1 0.0 -0.1 0.044
N -0.14566 2.12697 -0.90724 0.0 0.1 0.0 0.129
C -0.28394 3.26872 -0.74540 -0.2 0.4 -0.3 -0.173
C -0.44113 4.62942 -0.55987 0.1 0.1 0.1 -0.271
C -0.26938 5.52118 -1.65715 0.0 -0.1 0.2 -0.241
N -0.12046 6.24078 -2.54617 0.0 -0.1 0.1 0.126
C -0.67351 5.09419 0.76759 0.1 0.0 -0.3 -0.248
N -0.82728 5.46184 1.85097 0.0 -0.1 0.0 0.128
```
Positions in Å, forces in eV/Å.